1.
Entry from the Open Molecules 2025 dataset: an isolated molecule of C20H17ClN4O4S4 (ωB97M-V/def2-TZVPD).

```
50
Properties=species:S:1:pos:R:3:forces:R:3
C -6.719 -1.534 0.493 -0.411 -0.848 0.063
S -5.659 -1.798 -0.901 -0.340 0.355 -1.872
O -6.181 -2.922 -1.689 1.074 0.707 1.539
O -5.617 -0.522 -1.640 0.754 -1.406 1.462
C -4.089 -2.214 -0.031 -0.194 -0.394 -0.296
C -3.821 -3.535 0.357 1.006 0.370 0.539
C -2.691 -3.837 1.159 -0.986 -0.972 -0.360
C -1.842 -2.820 1.567 -0.090 -0.533 0.079
N -0.685 -2.990 2.330 1.530 0.407 0.595
C -0.139 -4.073 2.976 -1.344 -1.545 0.754
O -0.707 -5.161 3.107 0.645 1.221 -0.577
C 1.195 -3.854 3.738 -0.617 -0.367 -2.231
S 2.583 -3.563 2.559 0.195 0.260 0.200
C 2.525 -1.819 2.260 -0.179 0.683 0.210
N 1.564 -1.055 2.668 -0.362 0.699 -0.252
N 1.682 0.271 2.300 0.872 0.326 -0.606
C 2.779 0.534 1.608 -1.522 -1.212 1.084
N 3.089 1.824 1.150 0.602 -0.693 -0.274
C 4.309 2.125 0.599 2.706 -0.044 -2.019
O 5.181 1.375 0.143 -1.996 -0.096 1.594
C 4.595 3.616 0.392 -1.220 -0.610 0.096
S 3.065 4.448 0.859 0.009 0.447 0.395
C 2.111 2.905 1.123 -0.571 0.114 1.028
C 1.055 2.807 0.066 0.299 -0.518 -1.475
C 1.439 2.442 -1.240 -0.821 0.045 0.026
C 0.533 2.373 -2.294 0.028 -0.017 0.979
C -0.802 2.663 -2.033 -1.288 -0.008 -0.111
C -1.247 3.003 -0.750 1.668 0.123 -0.101
C -0.273 3.129 0.274 -0.929 -0.464 -0.280
Cl -0.779 3.598 1.873 -0.241 0.071 -0.057
S 3.731 -0.913 1.398 0.737 -0.005 -0.556
C -2.135 -1.527 1.199 -0.453 1.777 -0.901
C -3.235 -1.199 0.387 -0.004 -0.655 0.530
H -6.478 -2.199 1.332 0.030 0.145 -0.351
H -6.678 -0.503 0.784 0.101 0.467 0.125
H -7.701 -1.794 0.097 -0.111 0.153 0.141
H -4.454 -4.346 0.057 -0.325 -0.191 -0.190
H -2.499 -4.877 1.489 -0.162 0.869 -0.373
H -0.120 -2.136 2.437 -0.291 -0.391 -0.077
H 1.411 -4.774 4.277 0.093 0.108 -0.145
H 1.039 -3.044 4.387 0.265 1.213 1.008
H 5.424 3.910 1.026 0.094 0.016 0.010
H 4.839 3.739 -0.668 0.024 0.080 0.316
H 1.606 2.921 2.096 0.336 0.207 -0.158
H 2.460 2.191 -1.435 0.565 -0.121 -0.026
H 0.844 2.024 -3.265 0.074 0.140 -0.149
H -1.564 2.597 -2.839 0.692 -0.005 0.624
H -2.289 3.188 -0.556 -0.080 0.106 0.111
H -1.469 -0.717 1.512 -0.204 -0.221 -0.036
H -3.503 -0.184 0.135 0.340 0.209 -0.036
```
Positions in Å, forces in eV/Å.

As for the charge: 0. As for the SMILES: CS(=O)(=O)c1ccc(NC(=O)CSc2nnc(N3C(=O)CS[C@H]3c3ccccc3Cl)s2)cc1. The value obtained for the HOMO energy is -9.15 eV.

Atomic partial charges in e from the Löwdin method, atoms 1 to 8:
1 C -0.15
2 S 0.68
3 O -0.34
4 O -0.35
5 C -0.28
6 C -0.04
7 C 0.02
8 C -0.23

2.
Entry from the Open Molecules 2025 dataset: a cluster of 7 separate species, C27H45N3O12 in total (ωB97M-V/def2-TZVPD).

```
87
Properties=species:S:1:pos:R:3:forces:R:3
C 1.779 -2.892 0.354 -0.262 0.153 0.792
C 2.489 -2.283 -0.818 0.567 -1.343 -1.577
C 2.230 -3.111 -2.143 0.986 1.206 0.898
O 1.777 -2.087 -3.059 -0.776 -1.911 -0.929
C 1.717 -0.902 -2.504 -0.123 1.355 -0.840
O 1.416 0.129 -3.072 0.364 -1.394 0.936
O 2.093 -1.004 -1.240 -0.609 2.040 1.917
H 2.312 -3.849 0.612 -0.874 0.705 -0.398
H 0.708 -2.978 0.132 0.185 -0.628 -0.071
H 1.800 -2.296 1.275 0.405 0.071 -0.277
H 3.541 -2.187 -0.615 0.533 -0.183 0.179
H 1.582 -3.943 -1.910 -0.905 0.169 -0.663
H 3.119 -3.495 -2.608 0.548 -0.267 0.055
C 1.156 2.648 -1.211 0.246 1.477 -1.042
C 0.740 4.127 -0.820 -0.668 -4.127 0.189
C 1.974 4.831 -0.495 -0.444 3.151 1.754
O 2.218 5.487 -1.712 3.097 0.875 0.196
C 1.109 5.679 -2.366 -0.281 1.508 -3.544
O 0.980 6.395 -3.339 0.180 -0.767 1.545
O 0.187 4.881 -1.906 -1.828 -1.382 1.196
H 1.853 2.711 -2.055 0.064 -0.090 0.129
H 0.370 2.030 -1.567 -1.026 -0.332 -0.268
H 1.647 2.088 -0.421 0.022 0.369 0.406
H 0.020 3.996 -0.024 -0.303 0.735 0.172
H 2.815 4.290 -0.140 0.659 -0.837 -0.211
H 1.796 5.635 0.273 0.133 -0.563 -0.478
C 4.634 1.019 0.287 0.375 0.227 -2.158
C 5.436 0.242 1.281 -2.899 1.625 0.751
C 5.227 0.800 2.685 2.025 0.486 1.004
O 4.291 -0.070 3.269 -0.811 -0.692 0.087
C 4.292 -1.228 2.546 -2.199 -2.485 3.246
O 3.806 -2.293 2.949 1.207 3.065 -1.290
O 4.860 -1.028 1.407 1.200 -1.864 -2.025
H 5.071 2.006 0.253 0.297 0.422 -0.353
H 3.574 1.200 0.408 -0.274 -0.529 0.835
H 4.720 0.553 -0.725 0.075 0.434 0.644
H 6.435 0.226 0.981 1.614 -0.514 -0.348
H 4.900 1.868 2.688 0.152 -0.988 0.206
H 6.162 0.631 3.300 -0.740 0.807 -0.623
C -4.463 -2.362 1.813 -0.206 0.161 0.563
O -3.039 -2.653 1.859 -0.286 -0.217 0.313
C -2.651 -3.903 1.741 -5.628 -6.042 -1.089
O -3.486 -4.952 1.531 4.229 5.490 0.952
O -1.380 -4.025 1.872 2.056 0.032 0.028
C -0.681 -5.303 1.825 -0.097 0.334 1.032
H -4.791 -2.396 0.787 -0.132 -0.044 -0.277
H -4.532 -1.362 2.218 0.104 0.277 -0.302
H -5.140 -2.959 2.447 0.932 -0.455 -0.337
H -1.145 -6.054 2.431 -0.548 0.058 0.936
H 0.338 -5.110 2.203 -0.601 0.082 -0.451
H -0.713 -5.792 0.887 0.184 0.333 -1.470
C -1.615 -0.782 -2.420 -1.480 -3.689 0.168
C -2.236 -1.889 -1.448 -2.059 2.366 -2.499
C -2.823 -3.103 -2.165 1.608 -0.461 -0.399
C -1.648 -3.974 -2.477 -1.349 0.808 -0.927
N -0.759 -4.647 -2.729 0.692 -0.408 0.096
H -2.388 -0.331 -3.031 0.047 0.159 0.006
H -0.897 -1.304 -3.021 0.310 -0.113 -0.826
H -1.063 -0.125 -1.861 1.030 2.045 1.310
H -2.994 -1.372 -0.874 -0.361 -0.117 0.375
H -1.554 -2.299 -0.812 2.189 -0.563 2.012
H -3.478 -2.908 -3.006 0.340 0.147 -0.456
H -3.364 -3.775 -1.554 -1.008 -0.273 1.280
C 1.127 0.578 2.202 -1.004 0.570 0.499
C -0.387 0.363 2.545 1.356 0.772 0.008
C -1.326 0.690 1.383 -0.516 -0.398 -0.497
C -2.736 0.801 1.752 -0.615 -0.311 0.364
N -3.857 0.893 1.999 0.403 0.041 -0.110
H 1.322 0.065 1.293 0.388 -0.756 -0.931
H 1.760 0.132 3.004 -0.367 0.766 -0.579
H 1.337 1.647 1.950 0.029 -0.654 0.726
H -0.617 0.981 3.417 -0.240 0.075 -0.199
H -0.457 -0.645 2.880 -0.496 -0.937 0.063
H -1.326 -0.008 0.498 0.494 0.462 0.941
H -1.135 1.688 1.019 0.538 0.411 -0.335
C -3.350 2.114 -1.636 1.288 -0.403 -1.233
C -3.798 3.563 -1.549 0.042 -0.423 0.123
C -4.357 3.886 -0.141 0.218 -1.243 0.397
C -3.216 3.948 0.793 -1.471 0.485 -0.995
N -2.308 4.019 1.476 1.240 -0.037 0.784
H -2.478 1.905 -1.015 -0.056 0.007 0.276
H -2.972 1.921 -2.681 -0.499 0.141 0.926
H -4.116 1.368 -1.415 -0.127 0.239 0.063
H -4.528 3.634 -2.344 -0.501 0.669 0.120
H -2.947 4.220 -1.800 -0.453 -0.147 0.153
H -4.966 3.044 0.259 0.237 0.309 -0.500
H -5.001 4.750 -0.050 0.234 0.466 -0.138
```
Positions in Å, forces in eV/Å.

As for the charge: 0. As for the SMILES: C[C@H]1COC(=O)O1.C[C@H]1COC(=O)O1.C[C@H]1COC(=O)O1.COC(=O)OC.CCCC#N.CCCC#N.CCCC#N. The value obtained for the HOMO energy is -10.31 eV.

Atomic partial charges in e from the Löwdin method, atoms 1 to 8:
1 C -0.02
2 C -0.30
3 C -0.03
4 O 0.08
5 C -0.61
6 O 0.13
7 O 0.07
8 H 0.12

3.
Entry from the Open Molecules 2025 dataset: an isolated molecule of C2H3NO2 (ωB97M-V/def2-TZVPD).

```
8
Properties=species:S:1:pos:R:3:forces:R:3
O -2.233 0.801 -0.333 1.303 -0.433 -0.316
C -1.110 0.425 -0.491 0.695 -0.380 1.407
N -0.182 -0.022 0.669 -0.321 0.211 -0.705
C 1.013 -0.356 0.116 0.365 -0.060 -0.612
O 1.190 -0.295 -1.100 1.157 -0.449 0.486
H -0.258 0.216 -1.298 -2.508 0.845 0.155
H -0.268 -0.085 1.688 -0.445 0.231 -0.792
H 1.847 -0.684 0.748 -0.245 0.034 0.377
```
Positions in Å, forces in eV/Å.

As for the charge: 0. As for the SMILES: O=CNC=O. The value obtained for the HOMO energy is -9.63 eV.

Listed below, in e, are the Löwdin charges computed for each atom:
1 O 0.07
2 C -0.20
3 N 0.08
4 C -0.33
5 O -0.03
6 H 0.13
7 H 0.14
8 H 0.14

4.
Entry from the Open Molecules 2025 dataset: an isolated molecule of C25H20 (ωB97M-V/def2-TZVPD).

```
45
Properties=species:S:1:pos:R:3:forces:R:3
C -0.286 1.420 -1.838 -0.505 -1.288 1.473
C -1.340 0.584 -1.502 1.416 0.856 -0.723
C -2.616 0.644 -2.299 0.887 0.221 -0.814
C -3.797 0.472 -1.609 -0.870 -0.625 1.155
C -5.022 0.493 -2.235 -1.282 0.731 -0.921
C -5.098 0.776 -3.625 -0.826 -0.135 1.091
C -3.956 0.966 -4.338 2.236 0.573 -0.128
C -2.688 0.910 -3.684 -0.455 -0.385 0.003
C -1.198 -0.465 -0.485 0.087 0.595 1.497
C -0.554 -0.338 0.732 -0.353 -0.006 -2.296
C -0.381 -1.540 1.555 0.712 -0.770 0.784
C -1.425 -2.442 1.784 -0.200 -0.285 -0.325
C -1.193 -3.661 2.444 -0.099 0.591 -0.272
C 0.069 -3.927 2.931 0.978 -0.462 -0.149
C 1.160 -3.080 2.682 -1.344 0.283 0.616
C 0.908 -1.868 2.058 0.094 -0.033 -0.179
C 0.153 0.948 1.093 0.000 0.877 -0.490
C 1.317 1.247 0.134 -0.811 0.314 -1.475
C 2.708 1.332 0.642 0.939 -0.830 0.514
C 3.727 0.603 -0.066 -0.312 1.125 1.051
C 5.046 0.589 0.377 -0.449 0.609 0.359
C 5.368 1.289 1.545 0.451 0.170 0.525
C 4.397 1.977 2.300 -0.208 0.239 -0.318
C 3.048 1.996 1.864 0.643 -0.484 -0.338
C 1.043 1.474 -1.200 -0.733 -0.467 1.171
H -0.420 2.065 -2.680 -0.079 0.358 -0.410
H -3.773 0.290 -0.523 0.103 0.131 -0.556
H -5.974 0.434 -1.666 0.905 -0.166 -0.353
H -6.048 0.918 -4.142 0.093 -0.262 0.368
H -3.993 1.263 -5.397 0.023 -0.354 0.519
H -1.766 1.017 -4.273 -0.467 0.029 0.327
H -1.697 -1.408 -0.723 0.187 0.192 0.143
H -2.430 -2.210 1.395 0.579 -0.120 0.242
H -1.980 -4.406 2.532 0.032 0.297 0.185
H 0.301 -4.833 3.477 -0.338 -0.161 -0.063
H 2.121 -3.353 3.106 -0.012 0.245 -0.299
H 1.761 -1.204 1.940 -0.267 0.185 -0.260
H -0.556 1.796 1.046 0.042 -0.328 -0.221
H 0.499 0.948 2.117 0.189 -0.286 0.269
H 3.488 0.072 -0.967 -0.359 -0.143 -0.226
H 5.821 0.085 -0.201 -0.235 0.045 0.245
H 6.422 1.288 1.880 -0.753 0.067 -0.141
H 4.700 2.567 3.207 -0.365 -0.825 -0.983
H 2.310 2.523 2.507 0.415 -0.447 -0.830
H 1.825 1.750 -1.894 0.313 0.130 0.234
```
Positions in Å, forces in eV/Å.

As for the charge: 0. As for the SMILES: C1=C(c2ccccc2)C=C(c2ccccc2)CC(c2ccccc2)=C1. The value obtained for the HOMO energy is -7.73 eV.

Atomic partial charges in e from the Löwdin method, atoms 1 to 8:
1 C -0.01
2 C -0.16
3 C -0.19
4 C -0.07
5 C -0.07
6 C -0.11
7 C -0.10
8 C -0.02

5.
Entry from the Open Molecules 2025 dataset: a cluster of 2 separate species, C2H5NO3S in total (ωB97M-V/def2-TZVPD).

```
12
Properties=species:S:1:pos:R:3:forces:R:3
C -1.198 -0.602 0.472 -4.718 1.356 -2.150
C -0.886 0.259 -0.693 3.631 1.582 2.870
N 1.084 -0.596 -1.074 -0.529 0.324 -0.066
O 3.314 -0.759 0.249 -0.777 0.772 -0.686
O 1.547 0.724 1.051 0.210 0.565 -0.368
O -0.493 1.515 -0.664 -0.014 0.459 1.243
S 2.022 -0.152 -0.022 -0.307 -1.540 0.974
H -0.893 -0.104 1.289 1.832 0.832 3.203
H -2.389 -0.648 0.651 2.388 0.127 -0.884
H -0.884 -1.548 0.211 0.862 -2.157 0.215
H -1.347 0.124 -1.566 -1.529 -1.178 -3.578
H 0.124 1.787 0.095 -1.050 -1.142 -0.772
```
Positions in Å, forces in eV/Å.

As for the charge: 0. The value obtained for the HOMO energy is -9.73 eV.

Atomic partial charges in e from the Löwdin method, atoms 1 to 8:
1 C -0.03
2 C -0.18
3 N -0.23
4 O -0.33
5 O -0.38
6 O 0.04
7 S 0.61
8 H 0.04

6.
Entry from the Open Molecules 2025 dataset: the ion C23H28NO2 with charge +1 (ωB97M-V/def2-TZVPD).

```
54
Properties=species:S:1:pos:R:3:forces:R:3
C 5.874 1.778 1.716 -0.139 -0.566 -0.108
O 5.305 0.441 1.674 -0.614 0.175 -0.217
C 3.958 0.269 1.685 -0.184 0.245 0.591
C 3.464 -1.067 1.751 0.616 1.151 0.053
C 2.128 -1.282 1.990 -1.199 -0.538 0.143
C 1.188 -0.228 2.200 2.244 0.428 -0.898
C -0.195 -0.485 2.515 -0.910 -0.601 1.421
C -0.769 -1.699 2.870 0.405 0.709 -0.530
C -2.223 -1.894 2.766 0.231 -2.440 0.307
N -2.764 -2.801 4.190 -0.989 1.626 -0.558
C -2.567 -1.863 5.338 -0.416 -0.345 0.380
C -1.824 -2.683 6.386 0.189 0.500 0.493
C -1.993 -4.139 6.012 0.233 -0.863 0.676
C -2.366 -4.231 4.538 0.472 0.344 -0.336
C -3.441 -5.329 4.357 0.383 0.453 -0.509
C -2.835 -6.653 4.840 -0.174 -0.232 0.163
C -3.934 -5.464 2.910 -0.356 -0.173 0.231
C -2.975 -0.620 2.658 -0.587 0.336 -0.190
C -4.376 -0.615 2.447 0.706 0.779 0.043
C -5.017 0.562 2.060 0.210 -0.379 0.385
C -4.302 1.766 1.907 -0.561 -0.501 -0.285
C -2.942 1.780 2.149 -0.244 0.273 -0.100
C -2.302 0.614 2.574 0.780 -0.774 -1.036
O -0.909 0.678 2.567 -1.032 -0.413 -0.573
C 1.698 1.086 1.949 -1.088 -0.538 0.239
C 3.036 1.341 1.714 0.537 -0.177 -0.005
H 6.954 1.580 1.719 -0.425 0.291 -0.005
H 5.589 2.358 0.823 0.118 -0.235 0.312
H 5.576 2.313 2.633 0.058 -0.266 -0.315
H 4.194 -1.866 1.661 -0.267 -0.009 -0.046
H 1.735 -2.320 1.974 0.483 0.750 0.174
H -0.122 -2.520 3.209 -0.284 0.275 -0.838
H -2.629 -2.780 2.143 1.005 1.802 0.077
H -3.721 -2.775 3.843 -0.192 -0.289 0.744
H -3.548 -1.519 5.717 0.537 -0.104 -0.323
H -1.974 -1.015 4.973 -0.286 -0.153 0.268
H -2.225 -2.442 7.375 0.082 -0.252 -0.092
H -0.779 -2.418 6.428 0.396 0.202 -0.176
H -2.791 -4.575 6.630 -0.008 0.095 -0.318
H -1.119 -4.783 6.216 -0.233 0.585 -0.020
H -1.492 -4.430 3.883 -0.353 -0.175 0.398
H -4.279 -5.061 5.021 0.093 -0.092 -0.220
H -1.914 -6.903 4.303 -0.056 0.130 0.020
H -2.622 -6.651 5.916 0.008 0.016 -0.283
H -3.537 -7.475 4.661 0.066 0.190 0.007
H -3.103 -5.583 2.194 -0.258 0.080 0.267
H -4.558 -6.377 2.862 0.200 0.546 -0.212
H -4.564 -4.604 2.618 0.263 -0.346 -0.068
H -4.908 -1.552 2.599 -0.192 0.216 -0.362
H -6.072 0.526 1.838 -0.124 0.083 0.047
H -4.835 2.645 1.494 0.561 -0.579 0.428
H -2.376 2.662 1.853 0.126 -0.261 0.463
H 0.992 1.923 1.909 0.358 -0.313 0.277
H 3.371 2.382 1.593 -0.188 -0.667 0.017
```
Positions in Å, forces in eV/Å.

As for the charge: +1. As for the SMILES: COc1ccc(C2=C[C@@H]([N@@H+]3CCC[C@H]3C(C)C)c3ccccc3O2)cc1. The value obtained for the HOMO energy is -10.68 eV.

Atomic partial charges in e from the Löwdin method, atoms 1 to 8:
1 C -0.04
2 O -0.08
3 C -0.25
4 C 0.01
5 C -0.02
6 C -0.14
7 C -0.18
8 C 0.01

Values of Kohn-Sham gap, in order: 0.337 0.387 0.382 0.290 0.345 0.289, all in Ha.
Values of ΔE to the lowest compared entry with this formula, charge and spin, in order: 0.0 0.0 120.3 0.0 467.0 110.5, all in kJ/mol.